(1)
Density functional theory data (wB97M-V/def2-TZVPD) for one molecule with the formula C16H21N3O2S at a distorted geometry.

Element x y z (Å)
C1 0.99376 0.63300 -4.02839
C2 2.20345 0.80344 -3.12319
O1 1.83132 1.63112 -2.03420
C3 2.88687 2.09508 -1.24715
C4 3.65966 0.99301 -0.48574
C5 2.73120 0.15888 0.30903
N1 2.16336 -0.90622 -0.11862
N2 1.34482 -1.48603 0.74346
C6 1.25045 -0.87225 1.87043
N3 0.47373 -1.25006 2.92518
C7 -0.81500 -1.76466 2.89778
O2 -1.32391 -2.11831 3.93062
C8 -1.48639 -1.74112 1.54207
C9 -2.89729 -2.33564 1.63492
C10 -3.54954 -2.44212 0.26394
C11 -1.50966 -0.30277 1.07319
C12 -1.07547 0.04876 -0.19815
C13 -1.05882 1.37508 -0.59318
C14 -1.48562 2.36338 0.27726
C15 -1.93943 2.02080 1.53969
C16 -1.94967 0.69544 1.93558
S1 2.25788 0.58097 1.95076
H1 0.64444 1.60256 -4.37373
H2 0.19106 0.14755 -3.48119
H3 1.25829 0.02205 -4.88679
H4 2.53358 -0.17703 -2.75621
H5 3.03202 1.27371 -3.67592
H6 3.61141 2.65581 -1.86005
H7 2.42468 2.77769 -0.52816
H8 4.38795 1.47546 0.16647
H9 4.18196 0.35168 -1.19686
H10 0.83727 -1.07213 3.85397
H11 -0.88406 -2.33532 0.84889
H12 -3.50655 -1.70929 2.28835
H13 -2.82923 -3.32284 2.09509
H14 -3.63509 -1.45986 -0.19582
H15 -2.95981 -3.07873 -0.39221
H16 -4.54537 -2.86927 0.35230
H17 -0.72791 -0.71893 -0.87368
H18 -0.68671 1.63866 -1.57049
H19 -1.46302 3.39928 -0.02764
H20 -2.27751 2.78720 2.22205
H21 -2.29310 0.43197 2.92634

E_HOMO: -9.01 eV
M: 319.43 g mol⁻¹
energy relative to the best compared isomer or geometry (same formula, charge and spin): 36.6 kcal per mole
SMILES string: CCOCCc1nnc(NC(=O)[C@@H](CC)c2ccccc2)s1
LUMO: 0.420 eV
HOMO-LUMO gap: 0.347 Ha

Results of the natural (NBO) charge analysis, in e, for atoms 1 through 4: -0.62 -0.07 -0.54 -0.04

---

(2)
Density functional theory data (wB97M-V/def2-TZVPD) for a 9-piece molecular cluster, C29H68Cl10O13P3 overall at a distorted geometry.

Element x y z (Å)
C1 1.65182 1.57756 -1.26526
O1 2.32567 2.70726 -0.98284
H1 1.84213 0.68831 -0.62303
H2 0.52710 1.64379 -1.21361
H3 1.81265 1.22097 -2.34056
C2 4.99384 -4.52618 5.08891
C3 5.04947 -3.68649 3.85989
O2 3.74853 -3.07343 3.64061
P1 2.56312 -4.00004 3.11204
O3 2.94763 -5.39838 2.92166
O4 1.35440 -3.72904 4.08991
C4 0.99879 -2.31086 4.16611
C5 -0.18419 -2.26895 5.13567
O5 1.98297 -3.29133 1.77417
C6 2.77768 -3.19125 0.59464
C7 2.11933 -2.47243 -0.55691
H4 4.57673 -5.55169 4.93844
H5 5.99312 -4.69146 5.51430
H6 4.38538 -4.12141 5.86893
H7 5.75087 -2.81886 4.03772
H8 5.20567 -4.36192 3.01969
H9 1.84031 -1.78148 4.59748
H10 0.83196 -1.89913 3.13695
H11 -0.18552 -1.31231 5.64840
H12 -1.13082 -2.47597 4.66002
H13 -0.03866 -3.06499 5.84863
H14 3.72330 -2.61335 0.81935
H15 3.12308 -4.15384 0.26188
H16 2.02246 -1.37805 -0.49384
H17 2.65459 -2.67781 -1.45988
H18 1.10601 -2.84852 -0.65968
C8 -3.88449 1.49385 -6.22962
C9 -3.92688 1.88019 -4.72198
O6 -2.83682 1.40813 -3.99847
P2 -2.89631 1.03142 -2.42922
O7 -2.90292 2.21279 -1.54032
O8 -4.11642 0.03899 -2.37461
C10 -4.85789 -0.18448 -1.12655
C11 -6.29623 0.36104 -1.25794
O9 -1.59589 0.14196 -2.20987
C12 -0.91689 -0.64617 -3.15287
C13 -1.57336 -2.09014 -3.14517
H19 -4.02666 0.42689 -6.35464
H20 -4.72696 1.92693 -6.79893
H21 -2.98353 1.81819 -6.73570
H22 -3.93220 2.95164 -4.63633
H23 -4.86067 1.50488 -4.25722
H24 -4.77975 -1.25255 -0.99989
H25 -4.33206 0.32814 -0.35538
H26 -6.24571 1.46061 -1.29915
H27 -6.74013 0.00875 -2.19228
H28 -6.86918 0.14703 -0.36588
H29 -0.98586 -0.22732 -4.18396
H30 0.05835 -0.77871 -2.69880
H31 -1.57415 -2.50976 -2.14230
H32 -2.58999 -2.06024 -3.55600
H33 -1.04894 -2.76544 -3.81261
C14 -1.22630 -0.78852 1.16857
C15 -2.06854 -0.00789 2.13304
O10 -2.85678 -0.93573 2.88707
P3 -4.30256 -1.34841 2.34806
O11 -5.25088 -0.34234 1.87453
O12 -4.06470 -2.44269 1.27700
C16 -3.25456 -3.59283 1.55519
C17 -3.07439 -4.29361 0.21828
O13 -4.69089 -2.18456 3.58768
C18 -5.94284 -2.82988 3.53366
C19 -5.91507 -3.84186 4.67908
H34 -0.44227 -0.11882 0.74394
H35 -0.71374 -1.64996 1.66759
H36 -1.82921 -1.23564 0.34571
H37 -1.46779 0.51581 2.82998
H38 -2.73283 0.66954 1.62906
H39 -2.29610 -3.32446 1.99018
H40 -3.70451 -4.24536 2.29051
H41 -4.02661 -4.52849 -0.26726
H42 -2.74851 -3.53804 -0.49506
H43 -2.44622 -5.18298 0.22650
H44 -6.68543 -2.04523 3.69649
H45 -6.12155 -3.30573 2.60292
H46 -5.01841 -4.44053 4.73741
H47 -5.99180 -3.31201 5.63605
H48 -6.73236 -4.53580 4.70073
Cl1 6.94075 0.14465 -1.18699
C20 5.29944 0.90281 -0.95488
C21 5.36536 2.35703 -0.74058
Cl2 6.17219 2.86288 0.73055
H49 4.95101 0.50624 0.01616
H50 4.61295 0.64881 -1.73856
H51 4.33265 2.64234 -0.72899
H52 5.98411 2.86910 -1.50696
Cl3 -0.70958 3.60909 -5.53092
C22 0.11772 3.30983 -3.96736
C23 -0.40204 3.96328 -2.75241
Cl4 -0.22636 5.79356 -2.94435
H53 1.14392 3.54218 -4.16249
H54 0.05168 2.23241 -3.81096
H55 0.25441 3.77649 -1.88627
H56 -1.44822 3.82163 -2.49956
Cl5 5.66970 4.66379 -3.58441
C24 4.00480 3.94747 -3.37532
C25 3.88674 2.54646 -3.84796
Cl6 3.65496 2.58364 -5.61095
H57 3.28086 4.55580 -3.93986
H58 3.74231 3.96505 -2.31491
H59 3.07340 1.99633 -3.39395
H60 4.83472 2.04376 -3.72674
Cl7 3.92008 6.65304 -0.72616
C26 2.91107 5.42039 0.02276
C27 1.43180 5.71046 -0.03320
Cl8 0.94575 7.28192 0.70913
H61 3.31854 5.27140 1.02052
H62 3.17369 4.50442 -0.53647
H63 0.86947 4.93390 0.49653
H64 1.05596 5.80426 -1.02560
Cl9 1.26336 2.98000 3.60707
C28 1.62395 2.45694 1.95181
C29 3.00548 1.94864 1.74308
Cl10 3.33021 0.22706 2.22276
H65 1.49952 3.32983 1.32907
H66 0.86592 1.76833 1.63457
H67 3.73982 2.58644 2.22565
H68 3.13491 1.95909 0.65617

E_HOMO: -5.63 eV
M: 1072.30 g mol⁻¹
energy relative to the best compared isomer or geometry (same formula, charge and spin): 0.0 kcal per mole
LUMO: 1.911 eV
HOMO-LUMO gap: 0.277 Ha
total charge: -1

Results of the Mulliken charge analysis, in e, for atoms 1 through 4: -0.08 0.75 -0.99 -0.07

---

(3)
Density functional theory data (wB97M-V/def2-TZVPD) for one molecule with the formula C5H10O.

Element x y z (Å)
C1 -1.41606 1.31645 1.34311
O1 -0.15463 1.24178 0.68240
C2 -0.23339 1.04794 -0.61718
C3 -0.21383 -1.55284 -0.33083
C4 1.13112 0.58315 -1.03833
C5 1.16406 -0.84140 -0.42583
H1 -1.40744 2.18302 2.00273
H2 -2.19628 1.38005 0.58174
H3 -1.54166 0.40207 1.93382
H4 -0.62376 -1.75349 -1.32575
H5 -0.05963 -2.49876 0.19096
H6 -1.01267 -1.03349 0.21220
H7 1.21709 0.56436 -2.12955
H8 1.93199 1.21555 -0.63002
H9 1.60738 -0.76177 0.57347
H10 1.80772 -1.49262 -1.02294

E_HOMO: -8.19 eV
M: 86.13 g mol⁻¹
energy relative to the best compared isomer or geometry (same formula, charge and spin): 75.7 kcal per mole
LUMO: 1.012 eV
HOMO-LUMO gap: 0.338 Ha

Results of the natural (NBO) charge analysis, in e, for atoms 1 through 4: -0.26 -0.52 0.28 -0.62

---

(4)
Density functional theory data (wB97M-V/def2-TZVPD) for a 3-piece molecular cluster, C5H14O2 overall at a distorted geometry.

Element x y z (Å)
C1 1.10829 1.11528 -2.05181
C2 1.11698 1.98880 -0.83793
O1 1.98587 2.84235 -0.57009
H1 0.91510 0.08738 -1.75337
H2 0.28371 1.41597 -2.69462
H3 2.04660 1.18049 -2.59730
H4 0.15600 2.01678 -0.29742
C3 -1.11485 -2.06150 1.78490
C4 -0.83650 -1.28996 0.49769
C5 -1.99147 -0.36423 0.12470
H5 -2.01584 -2.67213 1.68628
H6 -0.28015 -2.71759 2.03384
H7 -1.26104 -1.37271 2.62047
H8 -0.65985 -1.99636 -0.31736
H9 0.07595 -0.70455 0.62252
H10 -1.78490 0.16920 -0.80408
H11 -2.15985 0.37710 0.90949
H12 -2.91562 -0.93188 -0.00650
O2 2.13201 0.73054 0.64580
H13 2.27614 1.77109 0.81085
H14 2.92340 0.41592 0.19394

E_HOMO: -9.97 eV
M: 106.16 g mol⁻¹
energy relative to the best compared isomer or geometry (same formula, charge and spin): 24.0 kcal per mole
SMILES string: CC=O.CCC.O
LUMO: 0.833 eV
HOMO-LUMO gap: 0.397 Ha

Results of the natural (NBO) charge analysis, in e, for atoms 1 through 4: -0.72 0.48 -0.64 0.24

---

Repeat the fourth record exactly.
Density functional theory data (wB97M-V/def2-TZVPD) for a 3-piece molecular cluster, C5H14O2 overall at a distorted geometry.

Element x y z (Å)
C1 1.10829 1.11528 -2.05181
C2 1.11698 1.98880 -0.83793
O1 1.98587 2.84235 -0.57009
H1 0.91510 0.08738 -1.75337
H2 0.28371 1.41597 -2.69462
H3 2.04660 1.18049 -2.59730
H4 0.15600 2.01678 -0.29742
C3 -1.11485 -2.06150 1.78490
C4 -0.83650 -1.28996 0.49769
C5 -1.99147 -0.36423 0.12470
H5 -2.01584 -2.67213 1.68628
H6 -0.28015 -2.71759 2.03384
H7 -1.26104 -1.37271 2.62047
H8 -0.65985 -1.99636 -0.31736
H9 0.07595 -0.70455 0.62252
H10 -1.78490 0.16920 -0.80408
H11 -2.15985 0.37710 0.90949
H12 -2.91562 -0.93188 -0.00650
O2 2.13201 0.73054 0.64580
H13 2.27614 1.77109 0.81085
H14 2.92340 0.41592 0.19394

E_HOMO: -9.97 eV
M: 106.16 g mol⁻¹
energy relative to the best compared isomer or geometry (same formula, charge and spin): 24.0 kcal per mole
SMILES string: CC=O.CCC.O
LUMO: 0.833 eV
HOMO-LUMO gap: 0.397 Ha

Results of the natural (NBO) charge analysis, in e, for atoms 1 through 4: -0.72 0.48 -0.64 0.24